Record 1
The following is a quantum chemistry calculation of a structure of composition C26H28As2CoN3O2, from the Open Molecules 2025 dataset.

The electronic energy is -195270.356 eV. The HOMO energy (spin up / spin down) is -12.8 / -13.7 eV. The energy relative to the best compared isomer or geometry (same formula, charge and spin) is 0.0 kcal/mol. As for the expectation value of S²: 6.05. The value obtained for the maximum force is 0.003 Eh/bohr. Its spin multiplicity is 5. For the orbital gap (spin up / spin down), the calculation gives 6.45 / 6.48 eV. The total charge is +2.

Each line ends with the Mulliken spin population.
Cartesian coordinates (Å):
Co: -0.6509 1.4895 0.4178  2.717
C: 3.4583 6.4959 8.0099  0.001
O: 3.2477 5.2842 8.7430  0.011
C: 3.2437 4.1238 8.1067  0.024
C: 3.0865 2.9877 8.9202  -0.010
C: 3.0965 1.7418 8.3565  0.026
C: 3.2202 1.6080 6.9631  0.069
C: 3.3864 2.7373 6.1479  0.012
C: 3.3981 3.9895 6.7127  0.000
N: 3.2521 0.3045 6.4880  0.092
N: 3.2585 -0.0392 5.3268  0.321
C: 2.7408 0.3286 4.1345  0.103
C: 3.5171 0.0972 2.9851  0.069
C: 3.0464 0.3684 1.7224  -0.007
C: 1.7287 0.8127 1.5348  0.113
O: 1.2259 1.0394 0.3757  0.169
C: 0.8940 0.9938 2.7092  0.046
N: -0.3875 1.3800 2.4711  0.075
C: -1.2119 1.5396 3.4880  -0.002
C: -0.8186 1.3138 4.8123  0.017
C: 0.4682 0.9204 5.0706  0.003
C: 1.3734 0.7609 4.0034  0.012
H: 3.4358 7.2882 8.7496  0.000
H: 2.6603 6.6480 7.2825  0.001
H: 4.4308 6.4800 7.5175  -0.001
H: 2.9868 3.1273 9.9872  0.000
H: 3.0110 0.8498 8.9623  -0.003
H: 3.5390 2.6285 5.0821  -0.002
H: 3.5483 4.8580 6.0898  0.001
H: 4.5196 -0.2875 3.1194  -0.006
H: 3.6700 0.2166 0.8530  -0.002
H: -2.2233 1.8504 3.2578  -0.003
H: -1.5357 1.4422 5.6098  0.000
H: 0.7772 0.7230 6.0880  0.008
C: -3.5509 -1.1104 0.3002  0.008
As: -2.3526 0.0538 -0.6769  0.046
C: -1.7152 -1.0823 -2.1109  0.006
C: -3.5139 1.3080 -1.5890  0.011
C: -4.6838 0.8411 -2.1829  -0.005
C: -5.5151 1.7050 -2.8781  0.000
C: -5.1801 3.0468 -2.9905  0.000
C: -4.0179 3.5210 -2.4036  -0.005
C: -3.1784 2.6627 -1.6981  0.016
As: -1.5486 3.3694 -0.9181  0.046
C: -0.4954 3.8747 -2.4629  0.005
C: -2.0684 5.0725 -0.1620  0.009
H: -4.1930 -1.6468 -0.3958  0.002
H: -4.1618 -0.5234 0.9828  -0.001
H: -2.9624 -1.8304 0.8657  0.001
H: -2.5710 -1.4590 -2.6688  0.002
H: -1.1511 -1.9140 -1.6929  0.001
H: -1.0709 -0.5106 -2.7756  0.001
H: -4.9562 -0.2049 -2.1092  0.000
H: -6.4216 1.3310 -3.3342  0.000
H: -5.8236 3.7233 -3.5363  0.000
H: -3.7715 4.5710 -2.5050  0.000
H: -1.0635 4.5813 -3.0659  0.002
H: -0.2722 2.9906 -3.0566  0.000
H: 0.4360 4.3330 -2.1362  0.001
H: -2.5016 5.7017 -0.9367  0.002
H: -1.1860 5.5646 0.2422  0.001
H: -2.7954 4.9193 0.6325  -0.001


Record 2
The following is a quantum chemistry calculation of a cluster of 5 separate species, C26H28B3BrF33IO7 in total, from the Open Molecules 2025 dataset.

The electronic energy is -211608.047 eV. The HOMO energy is -9.4 eV. The value obtained for the maximum force is 0.020 Eh/bohr. Its spin multiplicity is 1. For the orbital gap, the calculation gives 9.71 eV. Its structure (SMILES) is CC[C@H](I)B1OB(F)OB(C[C@@H](C)Br)O1.FC(F)C(F)(F)COC(F)(F)C(F)F.FC(F)C(F)(F)COC(F)(F)C(F)F.FC(F)C(F)(F)COC(F)(F)C(F)F.FC(F)C(F)(F)COC(F)(F)C(F)F. The total charge is 0.

Each line ends with the Mulliken charge.
Cartesian coordinates (Å):
C: 1.7319 3.7817 -7.9855  -1.197
C: 0.9314 5.0337 -8.3574  -0.344
C: 1.6742 6.0773 -9.1937  -0.686
I: 2.6600 5.1951 -10.8882  0.060
B: 2.6781 6.9635 -8.3732  0.182
O: 3.7811 7.5940 -8.9271  -0.417
B: 4.8648 7.6042 -8.0788  0.682
F: 6.0477 7.1769 -8.4897  -0.230
O: 4.6758 7.9627 -6.7614  -0.403
B: 3.5840 7.3131 -6.1952  0.344
C: 3.5944 6.7078 -4.7542  -0.910
C: 3.3436 5.1898 -4.8013  1.517
C: 4.6190 4.3730 -4.6284  -1.333
Br: 2.0055 4.6439 -3.4863  -0.196
O: 2.4723 7.1459 -7.0150  -0.132
H: 2.8084 3.9575 -8.0438  0.331
H: 1.4960 2.9440 -8.6359  0.408
H: 1.5243 3.4891 -6.9563  0.303
H: 0.5658 5.5238 -7.4537  0.266
H: 0.0472 4.7323 -8.9193  0.421
H: 0.9418 6.7339 -9.6667  0.479
H: 2.7924 7.1923 -4.1939  0.398
H: 4.5340 6.9289 -4.2505  0.200
H: 2.8898 4.9272 -5.7532  -0.822
H: 5.3212 4.8682 -3.9608  0.355
H: 5.0981 4.2344 -5.6005  0.332
H: 4.3995 3.3804 -4.2433  0.377
C: 3.8565 0.8004 0.1035  -0.742
C: 2.9206 1.8006 -0.5953  0.925
C: 1.4937 1.9203 -0.0412  0.450
F: 0.8605 0.7361 -0.1863  -0.181
F: 0.8128 2.8586 -0.7340  -0.281
F: 2.8762 1.5618 -1.9202  -0.243
F: 3.4933 3.0269 -0.4021  -0.343
O: 3.9831 -0.4898 -0.4741  -0.407
C: 3.1196 -1.4941 -0.1474  0.792
C: 2.3823 -2.0312 -1.3857  0.107
F: 1.6844 -1.0568 -1.9939  -0.201
F: 1.5097 -2.9877 -0.9777  -0.256
F: 2.2545 -1.1173 0.8100  -0.134
F: 3.8364 -2.5370 0.3356  -0.317
H: 4.8483 1.2384 0.0117  0.457
H: 3.6176 0.7396 1.1643  0.286
H: 1.4971 2.1961 1.0126  -0.050
H: 3.1004 -2.4620 -2.0852  0.264
C: -3.0174 -2.6495 0.4005  -0.975
C: -2.5161 -1.3521 1.0474  0.986
C: -1.1512 -1.3934 1.7405  0.417
F: -1.1630 -2.2494 2.7827  -0.239
F: -0.8744 -0.1551 2.2159  -0.247
F: -3.4440 -0.8589 1.8917  -0.281
F: -2.3621 -0.4622 0.0223  -0.300
O: -3.9423 -3.4100 1.1525  -0.373
C: -3.5569 -4.3735 2.0318  0.764
C: -4.0579 -4.0811 3.4550  0.218
F: -3.5582 -2.9092 3.8945  -0.210
F: -3.6180 -5.0650 4.2707  -0.280
F: -2.2328 -4.5963 2.0103  -0.290
F: -4.1650 -5.5374 1.6581  -0.273
H: -3.5809 -2.3197 -0.4705  0.458
H: -2.1822 -3.2535 0.0452  0.382
H: -0.3649 -1.6852 1.0395  -0.086
H: -5.1471 -4.0402 3.4660  0.246
C: 4.3092 3.3803 5.2272  -0.683
C: 4.7281 3.0509 6.6666  0.852
C: 5.7254 1.9030 6.8726  0.074
F: 5.2010 0.7373 6.4425  -0.209
F: 5.9894 1.7918 8.1909  -0.268
F: 3.6430 2.8579 7.4377  -0.270
F: 5.3809 4.1640 7.1207  -0.330
O: 3.0662 2.8564 4.7965  -0.342
C: 2.9364 1.6380 4.2143  0.701
C: 1.9877 0.7084 4.9913  0.230
F: 2.4607 0.5033 6.2336  -0.241
F: 1.9358 -0.4758 4.3441  -0.235
F: 4.1201 1.0438 3.9750  -0.310
F: 2.3434 1.8250 2.9950  -0.339
H: 4.1615 4.4585 5.2252  0.412
H: 5.1131 3.1555 4.5260  0.321
H: 6.6578 2.1023 6.3379  0.293
H: 0.9896 1.1473 5.0409  0.268
C: -6.9974 -7.4472 2.8204  -0.537
C: -7.3577 -6.6720 4.0953  0.855
C: -7.5701 -7.4703 5.3881  0.087
F: -8.6177 -8.3088 5.2636  -0.236
F: -7.8348 -6.6043 6.3900  -0.258
F: -8.4112 -5.8640 3.8752  -0.285
F: -6.2690 -5.8802 4.3582  -0.285
O: -8.0538 -7.7030 1.9156  -0.398
C: -8.8315 -8.8216 1.9825  0.785
C: -10.3174 -8.4707 2.1702  0.201
F: -10.4946 -7.7797 3.3118  -0.221
F: -11.0263 -9.6186 2.2478  -0.256
F: -8.4111 -9.6870 2.9230  -0.291
F: -8.7459 -9.4548 0.7857  -0.306
H: -6.3286 -6.7830 2.2753  0.230
H: -6.4360 -8.3499 3.0617  0.394
H: -6.6720 -8.0407 5.6384  0.318
H: -10.6685 -7.8780 1.3237  0.248


Record 3
The following is a quantum chemistry calculation of a structure of composition C26H28BiN3S2Se2, from the Open Molecules 2025 dataset.

The electronic energy is -190089.998 eV. The HOMO energy is -6.7 eV. The energy relative to the best compared isomer or geometry (same formula, charge and spin) is 0.0 kcal/mol. The value obtained for the maximum force is 0.051 Eh/bohr. Its spin multiplicity is 1. For the orbital gap, the calculation gives 6.55 eV. The total charge is 0.

Each line ends with the Mulliken charge.
Cartesian coordinates (Å):
Bi: 0.2756 0.1410 -0.0564  0.817
C: -0.7593 -1.6884 -4.2662  -0.643
C: -0.0506 -1.4023 -3.1006  -0.176
N: -0.6506 -1.2490 -1.9246  -0.098
C: -1.9877 -1.3992 -1.8196  0.002
C: -2.7794 -1.7231 -2.9573  1.419
C: -2.1289 -1.8358 -4.2023  -0.733
C: -4.1623 -1.9621 -2.7892  -1.015
C: -4.6985 -1.9498 -1.5180  -0.930
C: -3.9305 -1.6373 -0.3961  -0.969
C: -2.5737 -1.3176 -0.5161  0.773
N: -1.7304 -1.0177 0.4888  0.389
C: -1.8248 -1.2837 1.8165  -0.279
C: -2.9403 -1.1924 2.6522  -0.695
C: -2.8591 -1.5863 3.9873  -0.821
C: -1.6945 -2.0887 4.5277  -0.863
C: -0.5255 -2.1446 3.7389  1.026
C: 0.7111 -2.6361 4.1971  -0.632
C: 1.7966 -2.6498 3.3448  -1.081
C: 1.6666 -2.1186 2.0646  -0.121
N: 0.5120 -1.6328 1.6190  0.122
C: -0.5934 -1.6845 2.3981  0.642
H: -0.2218 -1.7947 -5.2198  0.386
H: 1.0364 -1.2822 -3.1228  0.254
H: -2.7131 -2.0633 -5.0924  0.414
H: -4.7865 -2.1968 -3.6561  0.364
H: -5.7610 -2.1921 -1.3882  0.358
H: -4.3909 -1.6713 0.5981  0.164
H: -3.8763 -0.7730 2.2589  0.416
H: -3.7465 -1.4962 4.6221  0.363
H: -1.6719 -2.4275 5.5679  0.359
H: 0.7903 -3.0040 5.2219  0.405
H: 2.7606 -3.0556 3.6680  0.388
H: 2.5188 -2.0947 1.3879  0.634
C: 5.0449 -0.2962 0.1971  -1.689
C: 3.5884 0.0200 0.4209  0.467
S: 2.5439 -0.6509 -0.8140  -0.517
C: 3.1735 0.6959 1.5646  0.890
C: 4.1646 1.1019 2.6233  -1.646
S: 1.5522 1.1931 1.9425  -0.526
H: 5.1614 -0.7413 -0.8051  0.442
H: 5.4364 -1.0202 0.9499  0.319
H: 5.6688 0.6221 0.2526  0.323
H: 5.1066 0.5375 2.5442  0.394
H: 3.7103 0.9348 3.6203  0.373
H: 4.4020 2.1876 2.5423  0.257
C: 2.9922 4.0570 -0.4130  -0.971
Se: 1.8203 2.9014 -1.4609  0.193
C: 0.3250 4.1592 -1.7961  -0.618
C: -0.4147 3.7506 -3.0469  -0.907
Se: -1.0544 1.8798 -3.0236  0.089
C: -2.6005 2.1155 -1.8448  -0.756
H: 2.5365 4.2457 0.5687  0.310
H: 3.1774 4.9989 -0.9557  0.382
H: 3.9422 3.5060 -0.2960  0.238
H: 0.7759 5.1637 -1.9110  0.386
H: -0.3391 4.1378 -0.9117  0.323
H: 0.2614 3.7855 -3.9156  0.367
H: -1.2953 4.3864 -3.2484  0.420
H: -3.2747 2.8639 -2.2878  0.426
H: -2.2847 2.4256 -0.8336  0.258
H: -3.1309 1.1492 -1.7963  0.133


Record 4
The following is a quantum chemistry calculation of a structure of composition C26H28Cl2N2OPPd, from the Open Molecules 2025 dataset.

The electronic energy is -70251.278 eV. The HOMO energy is -10.5 eV. The energy relative to the best compared isomer or geometry (same formula, charge and spin) is 26.8 kcal/mol. The value obtained for the maximum force is 0.076 Eh/bohr. Its spin multiplicity is 1. For the orbital gap, the calculation gives 6.58 eV. The total charge is +1.

Each line ends with the Mulliken charge.
Cartesian coordinates (Å):
Pd: -1.4084 0.2788 -0.7877  -0.751
O: -3.2458 -1.3686 -1.7908  -0.498
C: -2.7870 -1.3431 -0.6989  0.545
C: -2.6719 -2.3456 0.3374  -0.196
C: -3.6921 -3.2946 0.5027  -0.816
C: -3.6144 -4.2037 1.5365  -0.636
C: -2.5392 -4.1775 2.4181  -0.711
C: -1.5343 -3.2334 2.2660  -0.897
C: -1.5968 -2.3143 1.2296  1.086
P: -0.3766 -1.0204 0.8939  1.557
C: 0.6542 -1.0113 2.3899  0.623
C: 1.6894 -1.9293 2.5614  -0.207
C: 2.3449 -1.9988 3.7801  -0.779
C: 1.9728 -1.1645 4.8257  -0.540
C: 0.9489 -0.2450 4.6530  -0.828
C: 0.2900 -0.1661 3.4363  -0.328
C: 0.7498 -1.6704 -0.4021  1.122
C: 0.2785 -2.5085 -1.4138  -0.652
C: 1.1240 -2.8965 -2.4420  -0.687
C: 2.4287 -2.4279 -2.4983  -0.660
C: 2.8951 -1.5735 -1.5102  -0.642
C: 2.0628 -1.2002 -0.4668  -0.692
H: -4.5195 -3.3031 -0.1947  0.513
H: -4.3910 -4.9472 1.6566  0.415
H: -2.4923 -4.8908 3.2296  0.454
H: -0.6996 -3.2119 2.9532  0.425
H: 1.9775 -2.5878 1.7528  0.489
H: 3.1470 -2.7121 3.9147  0.439
H: 2.4884 -1.2278 5.7744  0.420
H: 0.6629 0.4082 5.4663  0.439
H: -0.5131 0.5473 3.2910  0.410
H: -0.7329 -2.8909 -1.3900  0.371
H: 0.7582 -3.5723 -3.2037  0.437
H: 3.0763 -2.7253 -3.3118  0.421
H: 3.9075 -1.1932 -1.5462  0.446
H: 2.4331 -0.5470 0.3149  0.378
C: 0.7710 1.9350 -1.8879  0.409
C: 1.7914 3.0985 -2.0651  -0.886
N: 1.6299 4.0447 -0.9757  -0.154
C: 1.8093 3.3851 0.3059  -1.051
C: 0.6866 2.3220 0.4952  0.265
N: -0.1152 2.2367 -0.7378  0.353
C: -0.7782 3.5319 -0.9645  -0.206
C: 0.3091 4.6521 -1.0338  -0.668
H: 1.2803 0.9902 -1.6940  -0.384
H: 0.1649 1.8354 -2.7873  0.591
H: 1.6180 3.6238 -3.0055  0.218
H: 2.8169 2.7251 -2.0680  0.429
H: 1.7660 4.1357 1.0961  0.312
H: 2.7975 2.9229 0.3329  0.440
H: 0.0180 2.5966 1.3131  0.493
H: 1.1078 1.3408 0.7173  -0.632
H: -1.4778 3.7221 -0.1491  0.450
H: -1.3327 3.4860 -1.8988  -0.288
H: 0.2093 5.3451 -0.1974  0.245
H: 0.2237 5.2209 -1.9607  0.383
Cl: -1.6917 3.3881 -4.6148  -0.117
C: -3.0135 2.3113 -4.1335  -0.478
Cl: -2.5282 1.1812 -2.8510  0.129
H: -3.3024 1.7211 -4.9945  0.367
H: -3.8349 2.9159 -3.7682  0.308